No. 1
Here is 6 unconnected molecules or ions with the total composition C14H37O6 at a distorted geometry from OMol25. Energies are from ωB97M-V/def2-TZVPD.

## Properties
- lowest unoccupied orbital energy (eV) = 6.1500
- charge = -3
- molecular weight (u) = 301.4

Geometry (Å):
O -0.93 -0.20 -2.46
O -3.12 -1.44 0.45
O 0.58 0.53 -0.22
O -0.62 -3.19 -0.45
O 3.09 1.09 -0.58
O 0.40 -0.73 2.13
C 2.57 -0.81 3.45
C -2.54 0.83 -3.88
C 2.70 3.29 0.13
C 3.73 2.17 0.07
C -1.04 2.26 -2.36
C -3.69 -0.20 0.46
C -3.21 0.74 1.54
C -1.20 0.96 -3.17
C 1.81 -2.84 -0.58
C 1.20 1.27 3.15
C -5.22 -0.04 0.17
C 1.13 -0.27 3.17
C 0.80 -5.11 -0.70
C 0.57 -3.65 -0.99
H 1.59 -1.78 -0.69
H 1.74 1.73 2.32
H -3.60 0.42 2.51
H -2.61 1.79 -4.43
H -0.08 2.27 -1.84
H 1.01 -5.23 0.36
H -3.55 1.73 1.20
H 3.32 0.01 3.44
H 1.50 0.58 -0.52
H 2.73 -3.07 -1.15
H -5.44 0.94 -0.27
H 0.49 0.05 0.67
H 1.73 2.96 0.49
H -1.78 2.51 -1.59
H -0.51 1.08 -4.03
H 0.17 1.63 3.13
H -0.04 -5.62 -1.18
H 0.47 -3.45 -2.07
H -2.50 0.05 -4.63
H 4.67 2.48 -0.39
H 2.53 3.70 -0.87
H 3.74 0.41 -0.77
H 1.65 -5.39 -1.34
H 3.02 4.06 0.84
H 0.64 -0.46 4.15
H -1.10 3.12 -3.04
H -2.12 0.71 1.57
H 2.75 -1.24 4.44
H -0.01 0.08 -0.90
H -5.65 -0.89 -0.35
H 2.96 -1.23 2.52
H 4.00 1.79 1.06
H 2.06 -3.06 0.46
H -3.28 0.28 -0.46
H 1.58 1.68 4.09
H -3.43 0.76 -3.25
H -5.62 -0.05 1.19

---

No. 2
Here is 4 unconnected molecules or ions with the total composition C14H38BFN2O10S at a distorted geometry from OMol25. Energies are from ωB97M-V/def2-TZVPD.

## Properties
- lowest unoccupied orbital energy (eV) = 0.1386
- molecular weight (u) = 456.3

Geometry (Å):
S 4.42 1.10 0.75
F 4.89 0.05 1.80
O -4.49 -3.15 -1.81
O -5.31 -2.55 3.70
O 5.57 1.52 0.02
O 5.53 6.10 -3.91
O -4.98 -1.42 6.41
O 4.44 3.56 -2.87
O 3.33 -2.14 -1.00
O 5.20 -0.80 -1.55
O 3.68 2.09 1.46
O -2.03 -2.26 -0.47
N 3.40 0.17 -0.11
N 0.61 -0.50 0.01
C -3.31 -2.74 -2.47
C 4.22 5.92 -3.39
C 5.76 3.10 -2.61
C -5.20 -2.09 -1.19
C -5.15 -1.17 4.00
C 5.72 5.49 -5.17
C 4.18 4.84 -2.33
C 1.11 0.25 -1.14
C -4.51 -2.68 6.87
C -2.08 -3.05 -1.65
C -6.59 -3.05 4.08
C 2.42 1.00 -0.87
C -4.31 -0.97 5.24
C -2.41 -2.98 0.69
B 4.01 -0.93 -0.91
H -6.56 -4.13 3.97
H 6.51 3.85 -2.90
H -2.04 -4.11 -1.41
H -3.36 -3.50 0.55
H -6.83 -2.80 5.11
H 2.22 1.92 -0.35
H -1.64 -3.71 0.97
H 0.38 1.03 -1.38
H -4.63 -0.72 3.15
H -3.26 -3.29 -3.42
H -6.12 -0.68 4.11
H 5.18 6.04 -5.95
H 5.92 2.20 -3.21
H 5.60 -1.67 -1.62
H -1.19 -2.80 -2.25
H 5.87 2.86 -1.56
H 3.17 4.82 -1.89
H -4.49 -3.42 6.07
H 0.36 -1.43 -0.29
H -2.52 -2.26 1.50
H -3.51 -2.58 7.30
H 6.79 5.53 -5.39
H -7.36 -2.66 3.41
H -5.20 -3.01 7.64
H -3.34 -1.46 5.13
H -4.54 -1.48 -0.56
H 2.50 -2.05 -1.46
H -3.35 -1.67 -2.70
H 4.88 5.07 -1.53
H 3.52 5.68 -4.19
H -4.12 0.11 5.37
H 5.40 4.45 -5.17
H 3.91 6.87 -2.94
H -5.97 -2.53 -0.57
H 1.20 -0.37 -2.04
H -5.67 -1.45 -1.94
H 1.33 -0.62 0.71
H 2.85 1.29 -1.83

---

No. 3
Here is 8 unconnected molecules or ions with the total composition C14H38N6O14 at a distorted geometry from OMol25. Energies are from ωB97M-V/def2-TZVPD.

## Properties
- lowest unoccupied orbital energy (eV) = -0.2772
- energy relative to the best compared isomer or geometry (same formula, charge and spin) (kJ/mol) = 0.00
- molecular weight (u) = 514.5

Geometry (Å):
O -5.39 4.29 -2.58
O 2.60 2.13 2.98
O -1.42 0.12 3.04
O -1.65 4.35 1.76
O -4.92 4.86 -0.56
O 3.36 -6.27 -2.46
O -0.05 -3.72 -2.83
O -1.37 4.46 -0.38
O -3.60 -0.01 0.33
O 3.34 -4.95 -0.75
O -3.34 -1.45 1.91
O 1.66 -0.26 -0.24
O -0.13 0.07 4.75
O 1.76 2.25 4.94
N -1.73 4.91 0.69
N 1.78 2.53 3.76
N -3.71 -0.38 1.48
N -4.89 4.06 -1.49
N -0.35 -0.14 3.59
N 3.89 -5.61 -1.60
C 0.08 -3.35 -0.44
C 5.38 -5.42 -1.73
C 0.91 0.87 -0.62
C 0.64 -0.72 2.69
C 3.63 -1.60 -0.29
C 2.92 -0.39 -0.87
C -0.34 0.90 0.25
C -2.23 6.30 0.70
C -4.20 2.74 -1.39
C -4.36 0.53 2.46
C 0.77 -2.03 -4.40
C 1.07 -3.10 -3.38
C -0.61 -3.02 -1.73
C 0.64 3.34 3.27
H 5.79 -6.23 -2.31
H -3.15 2.81 -1.65
H -0.29 2.87 3.57
H 0.37 -1.11 -3.95
H 0.25 -1.60 2.21
H 1.67 -1.74 -4.94
H 3.50 -1.77 0.77
H -5.35 0.78 2.07
H -1.67 -3.24 -1.67
H 5.79 -5.36 -0.73
H 0.81 0.02 1.91
H 4.68 -1.59 -0.57
H 1.86 -3.79 -3.70
H 0.63 4.33 3.72
H 1.46 1.80 -0.45
H 5.44 -4.48 -2.28
H -1.41 6.96 0.42
H 1.61 -2.57 -2.57
H 1.02 -2.81 -0.26
H 1.62 -0.91 3.12
H 0.03 -2.36 -5.13
H -1.09 1.63 -0.02
H -0.04 1.08 1.29
H -4.67 2.05 -2.08
H -2.71 6.53 1.64
H -4.49 0.03 3.41
H 3.47 0.55 -0.75
H -0.53 -3.23 0.46
H -3.01 6.41 -0.05
H 0.77 3.33 2.20
H -0.89 -0.04 0.20
H 0.69 0.87 -1.69
H -4.35 2.38 -0.37
H 2.73 -0.51 -1.95
H 3.28 -2.47 -0.85
H -0.58 -1.95 -1.97
H -3.74 1.41 2.57
H 0.39 -4.40 -0.46

---

No. 4
Here is a molecular structure, C14H38NO11P2Y at a distorted geometry from OMol25. Energies are from ωB97M-V/def2-TZVPD.

## Properties
- lowest unoccupied orbital energy (eV) = 0.5531
- molecular weight (u) = 547.3

Geometry (Å):
Y 0.47 0.33 0.33
P -2.12 -0.18 2.85
P -1.98 -1.57 -1.20
O -2.48 -1.69 3.24
O -3.02 -0.44 -1.16
O -1.46 0.08 1.52
O -0.40 1.53 -1.19
O -3.55 0.50 3.03
O -1.15 0.29 4.08
O 0.53 2.36 1.01
O -0.51 -1.40 -1.08
O 1.47 -0.78 1.73
O -2.21 -2.24 -2.61
O -2.43 -2.49 0.00
N 2.86 0.44 -0.79
C -1.44 -2.66 2.93
C -0.27 2.92 -1.15
C -0.34 1.56 4.04
C -3.05 0.62 -2.13
C 3.87 1.95 0.93
C -1.21 -3.07 -3.16
C 3.31 0.20 -3.27
C 3.04 -2.09 -0.87
C 2.29 0.37 -2.14
C 3.49 1.76 -0.52
C 3.65 -0.76 -0.44
C -3.96 1.49 2.03
C -0.17 3.35 0.33
C -3.76 -2.81 0.11
H -4.12 0.84 -2.27
H 0.54 1.39 4.57
H 3.62 -2.87 -0.35
H -4.23 -2.03 0.71
H -3.13 2.18 2.04
H -1.24 3.37 0.69
H 2.75 2.48 -0.79
H -1.26 -3.18 3.86
H -0.89 2.39 4.48
H -4.06 0.97 1.07
H 3.01 1.80 1.58
H -0.51 -2.33 -3.50
H -1.04 3.37 -1.75
H 4.45 1.86 -1.05
H -4.24 -2.80 -0.83
H -0.46 -2.14 2.70
H 3.55 1.21 -3.68
H 4.67 -0.63 -0.81
H 2.81 -0.34 -4.09
H 0.22 4.37 0.47
H 2.16 -0.97 2.36
H -2.42 1.36 -1.61
H 4.55 1.11 1.14
H 2.02 -2.14 -0.53
H -0.12 1.78 2.94
H -3.91 -3.72 0.64
H -1.68 -3.55 -4.03
H -2.48 0.29 -3.02
H 1.55 -0.44 -2.18
H -0.76 -3.76 -2.53
H 3.11 -2.29 -1.94
H 1.68 1.25 -2.30
H 0.63 3.30 -1.70
H 4.13 -0.49 -3.04
H 3.78 -0.73 0.64
H -4.89 1.98 2.30
H 4.48 2.84 1.22
H -1.77 -3.30 2.11

---

No. 5
Here is 9 unconnected molecules or ions with the total composition C14H38O10 at a distorted geometry from OMol25. Energies are from ωB97M-V/def2-TZVPD.

## Properties
- lowest unoccupied orbital energy (eV) = 0.4494
- energy relative to the best compared isomer or geometry (same formula, charge and spin) (kJ/mol) = 155.77
- molecular weight (u) = 366.4

Geometry (Å):
O 1.38 -1.01 -2.62
O -1.23 -5.53 -0.76
O 0.31 2.11 3.99
O -1.70 -4.44 1.93
O 2.35 1.52 -4.36
O 2.92 5.37 1.55
O -5.62 1.67 3.32
O -1.19 1.05 1.82
O 4.66 -0.01 -3.24
O -3.95 -2.24 -0.48
C 0.78 0.74 0.62
C -0.55 -0.79 -1.30
C -1.05 -3.15 1.76
C -0.54 0.50 0.82
C 2.52 4.60 0.41
C 4.64 -1.41 -3.59
C -4.39 0.94 3.54
C -0.72 -4.57 -1.79
C 0.80 -0.46 -1.51
C 3.29 2.62 -4.69
C 1.51 0.16 -0.51
C -4.83 -1.25 -0.19
C -1.29 -0.19 -0.19
C 1.38 2.36 4.82
H 4.13 2.50 -5.16
H 1.64 4.94 -0.10
H 5.57 -1.75 -3.66
H 1.01 2.73 5.70
H 4.11 -1.40 -4.49
H -2.29 -0.73 -0.02
H -0.31 -3.71 -1.49
H 3.44 4.58 -0.25
H -5.32 -1.25 0.83
H -6.18 1.03 3.02
H -4.60 -2.96 -0.50
H -3.58 1.32 4.10
H -0.50 2.37 4.25
H 3.24 6.17 1.19
H -0.42 -2.82 2.72
H -4.39 -0.28 -0.37
H -0.10 -5.11 -2.27
H 3.33 3.33 -3.70
H -1.48 -4.48 -2.33
H 1.43 1.85 -4.47
H -2.09 -4.51 2.71
H 2.25 -0.87 -2.89
H -4.79 0.11 4.07
H 3.96 0.54 -3.33
H -1.77 -2.47 1.77
H -5.70 -1.09 -0.84
H 2.65 3.31 -5.32
H 1.81 1.38 4.82
H -0.51 1.21 2.66
H 2.11 2.95 4.45
H 2.51 3.56 0.55
H 4.18 -1.80 -2.76
H 1.46 1.41 1.25
H 2.53 0.19 -0.88
H -1.31 -4.98 -0.05
H -1.10 -1.26 -1.98
H -0.34 -3.09 0.88
H -4.05 0.49 2.53

---

No. 6
Here is 8 unconnected molecules or ions with the total composition C14H40Cl2N9O13P at a distorted geometry from OMol25. Energies are from ωB97M-V/def2-TZVPD.

## Properties
- lowest unoccupied orbital energy (eV) = -0.4236
- energy relative to the best compared isomer or geometry (same formula, charge and spin) (kJ/mol) = 0.00
- molecular weight (u) = 644.4

Geometry (Å):
Cl -9.16 -26.78 -12.37
Cl -6.15 -25.03 -11.26
P -13.67 -22.23 -5.96
O -12.55 -16.90 -8.87
O -17.24 -25.45 -9.78
O -15.03 -21.09 -14.95
O -15.94 -26.48 -11.16
O -13.23 -22.04 -14.22
O -13.31 -22.37 -11.04
O -13.11 -17.76 -10.76
O -11.54 -23.47 -11.49
O -8.66 -21.21 -8.09
O -10.44 -18.33 -15.24
O -10.66 -18.14 -13.11
O -14.32 -21.56 -7.11
O -8.97 -22.60 -9.70
N -11.12 -18.26 -14.24
N -16.16 -25.65 -10.30
N -14.81 -22.92 -4.96
N -12.79 -21.23 -4.95
N -8.27 -22.04 -8.87
N -14.43 -21.98 -14.38
N -12.11 -22.42 -11.29
N -12.66 -23.53 -6.38
N -13.04 -17.77 -9.55
C -7.64 -25.62 -10.46
C -15.00 -24.87 -9.78
C -11.41 -21.15 -11.46
C -8.86 -25.38 -11.33
C -15.50 -22.11 -3.94
C -12.59 -18.45 -14.39
C -15.21 -22.96 -13.60
C -6.78 -22.27 -8.96
C -12.17 -20.01 -5.54
C -15.43 -24.21 -5.17
C -13.63 -18.96 -8.86
C -12.10 -24.43 -5.37
C -12.34 -21.55 -3.60
C -12.12 -23.60 -7.73
H -15.35 -22.44 -12.65
H -15.37 -24.00 -9.24
H -6.52 -23.27 -8.62
H -12.90 -24.78 -4.73
H -14.69 -18.90 -9.10
H -9.76 -25.21 -10.74
H -12.93 -23.49 -8.45
H -11.34 -20.91 -12.52
H -15.57 -22.63 -2.99
H -7.74 -24.96 -9.60
H -12.21 -20.62 -3.04
H -16.36 -24.09 -5.73
H -11.35 -22.00 -3.68
H -13.12 -19.85 -9.20
H -11.28 -19.79 -4.95
H -11.87 -20.25 -6.56
H -10.41 -21.29 -11.05
H -13.57 -18.83 -7.79
H -8.75 -24.52 -11.98
H -14.45 -25.57 -9.16
H -11.39 -22.80 -7.88
H -7.57 -26.63 -10.06
H -6.30 -21.55 -8.31
H -14.61 -23.85 -13.44
H -16.54 -22.02 -4.28
H -11.70 -24.58 -7.95
H -12.94 -17.80 -15.17
H -11.32 -23.94 -4.79
H -15.06 -21.12 -3.93
H -14.82 -24.90 -5.76
H -15.60 -24.69 -4.20
H -16.18 -23.23 -13.99
H -11.94 -20.36 -10.96
H -11.60 -25.28 -5.84
H -13.02 -22.22 -3.07
H -12.98 -18.21 -13.40
H -14.32 -24.61 -10.58
H -12.88 -19.19 -5.53
H -6.56 -22.13 -10.01
H -12.72 -19.50 -14.63